1.
{"formula": "C4H6N2O5", "method": "wB97M-V/def2-TZVPD", "species": ["O", "O", "O", "O", "O", "N", "N", "C", "C", "C", "C", "H", "H", "H", "H", "H", "H"], "positions_angstrom": [[2.44, 0.36, -0.04], [0.35, -0.12, 0.84], [1.82, -4.21, 0.29], [-0.89, -1.55, 2.83], [-1.53, -2.12, 0.67], [-1.39, -1.91, -0.67], [1.70, -3.04, 0.19], [-1.07, -1.71, 1.69], [1.69, -1.89, 0.13], [-0.46, 0.97, 0.41], [1.34, -0.48, -0.11], [2.80, 0.36, 0.86], [-2.01, -2.58, -1.11], [-1.03, 1.29, 1.28], [-1.13, 0.63, -0.38], [0.15, 1.79, 0.05], [0.94, -0.40, -1.13]], "e_lumo_ev": 0.289, "de_lowest_ev": 2.677, "e_homo_ev": -8.12}

***

2.
{"formula": "C4H6N2O6P2", "method": "wB97M-V/def2-TZVPD", "species": ["P", "P", "O", "O", "O", "O", "O", "O", "N", "N", "C", "C", "C", "C", "H", "H", "H", "H", "H", "H"], "positions_angstrom": [[0.04, 2.05, 1.08], [-1.87, 0.29, -0.72], [-1.25, 1.34, 0.38], [-0.49, 2.43, 2.44], [-2.45, 0.92, -1.90], [1.04, 0.83, 1.33], [-2.61, -0.78, -0.05], [0.76, 2.99, 0.19], [1.61, -0.75, -2.30], [-0.34, -0.53, -1.28], [1.40, -1.82, -1.49], [0.48, -0.13, 2.18], [0.19, -1.75, -0.91], [0.55, 0.03, -2.09], [-0.30, -0.69, 1.64], [-0.17, -2.29, 0.02], [-0.10, 0.45, 2.96], [1.26, -0.79, 2.59], [2.06, -2.63, -1.40], [0.16, 0.83, -2.66]], "e_lumo_ev": 6.219, "total_charge": -2, "smiles": "CO[P@](=O)([O-])O[P@](=O)([O-])n1ccnc1", "de_lowest_ev": 0.000, "e_homo_ev": -2.11}

***

3.
{"formula": "C4H6N2O7S", "method": "wB97M-V/def2-TZVPD", "species": ["S", "O", "O", "O", "O", "O", "O", "O", "N", "N", "C", "C", "C", "C", "H", "H", "H", "H", "H", "H"], "positions_angstrom": [[0.03, -1.17, 1.49], [-0.08, 1.16, -2.76], [-0.15, -0.96, 2.94], [2.69, -0.04, -0.95], [1.17, -2.00, 1.26], [2.60, 1.31, 0.85], [-1.29, -2.08, 1.06], [-1.68, 2.16, -1.56], [-0.61, -1.13, -1.44], [-0.05, 1.57, 1.22], [2.35, 0.53, 0.01], [0.12, 0.31, 0.47], [-0.86, 1.26, -1.73], [-0.83, 0.07, -0.70], [0.19, -1.58, -1.14], [-0.85, 1.47, 1.80], [-0.36, -0.70, -2.36], [-1.29, -1.94, 0.00], [-1.86, 0.02, -0.28], [0.76, 1.76, 1.82]], "e_lumo_ev": 5.816, "total_charge": -2, "de_lowest_ev": 1.293, "e_homo_ev": -0.74}

***

4.
{"formula": "C4H6N2OS", "method": "wB97M-V/def2-TZVPD", "species": ["S", "O", "N", "N", "C", "C", "C", "C", "H", "H", "H", "H", "H", "H"], "positions_angstrom": [[2.08, -1.00, -0.63], [-2.15, -1.60, -0.09], [-1.08, -0.49, -0.37], [-0.21, 1.46, -0.75], [-0.36, -0.06, 0.95], [1.23, 0.10, 0.66], [0.29, 1.14, 0.40], [-1.06, 0.65, -1.28], [-1.27, -2.59, 0.00], [-0.66, -0.41, 2.02], [2.47, 0.21, -1.42], [1.82, 0.05, 1.56], [0.52, 1.87, 1.13], [-1.63, 0.68, -2.19]], "e_lumo_ev": 0.017, "de_lowest_ev": 8.653, "e_homo_ev": -8.43}

***

5.
{"formula": "C4H6N2OS", "method": "wB97M-V/def2-TZVPD", "species": ["S", "O", "N", "N", "C", "C", "C", "C", "H", "H", "H", "H", "H", "H"], "positions_angstrom": [[-0.56, -2.49, 0.42], [-2.86, -0.83, -0.78], [-2.06, 0.24, -0.86], [0.06, 1.25, -0.57], [1.31, -0.41, 0.42], [-0.06, -0.97, 0.12], [-0.81, 0.15, -0.47], [1.13, 1.10, 0.37], [0.87, 1.46, 1.40], [-0.45, 2.10, -0.58], [2.04, 1.59, 0.03], [2.04, -0.81, -0.36], [-2.37, -1.65, -0.53], [1.73, -0.74, 1.39]], "e_lumo_ev": -1.141, "smiles": "O/N=C1/NCCC1=S", "de_lowest_ev": 3.408, "e_homo_ev": -8.60}

***

6.
{"formula": "C4H6N2OS", "method": "wB97M-V/def2-TZVPD", "species": ["S", "O", "N", "N", "C", "C", "C", "C", "H", "H", "H", "H", "H", "H"], "positions_angstrom": [[3.06, -0.88, 0.11], [0.43, 2.37, -0.05], [-1.43, -1.47, 0.03], [-0.17, -1.20, 0.23], [-2.38, -0.49, -0.13], [1.89, 0.12, -0.47], [0.28, 0.01, -0.26], [0.45, 1.28, 0.60], [0.49, -2.01, 0.43], [0.66, 1.13, 1.96], [-2.19, 0.67, 0.03], [2.33, 0.86, -1.25], [0.05, 0.24, -1.26], [-3.46, -0.62, 0.03]], "e_lumo_ev": -1.334, "de_lowest_ev": 6.710, "e_homo_ev": -8.93}

***

7.
{"formula": "C4H6N2OS", "method": "wB97M-V/def2-TZVPD", "species": ["S", "O", "N", "N", "C", "C", "C", "C", "H", "H", "H", "H", "H", "H"], "positions_angstrom": [[-1.13, -1.67, 0.12], [0.69, 1.23, -0.98], [1.07, 1.33, 0.38], [0.61, 0.23, 2.37], [0.27, 0.52, 1.19], [-0.37, 0.31, -1.06], [-0.94, 0.13, 0.36], [0.00, -1.18, -1.24], [-1.06, 0.69, -1.83], [2.07, 1.12, 0.45], [-1.85, 0.67, 0.62], [1.01, -1.39, -1.00], [-0.28, -1.61, -2.21], [-0.10, -0.37, 2.81]], "e_lumo_ev": 0.675, "de_lowest_ev": 3.636, "e_homo_ev": -8.98}

***

8.
{"formula": "C4H6N2OS", "method": "wB97M-V/def2-TZVPD", "species": ["S", "O", "N", "N", "C", "C", "C", "C", "H", "H", "H", "H", "H", "H"], "positions_angstrom": [[-0.42, -1.23, -1.24], [-0.70, 0.83, 0.52], [2.70, -2.93, -1.16], [-0.41, 1.97, -0.29], [0.71, -1.79, 0.05], [-1.43, -0.16, -0.23], [0.10, 2.86, 0.50], [1.85, -2.43, -0.60], [-2.10, -0.73, 0.44], [0.02, 2.80, 1.64], [0.23, -2.45, 0.80], [-2.04, 0.39, -0.94], [1.12, -0.90, 0.56], [0.36, 3.78, -0.05]], "e_lumo_ev": 0.729, "smiles": "C=NOCSCC#N", "de_lowest_ev": 4.160, "e_homo_ev": -9.51}

***

9.
{"formula": "C4H6N2OS", "method": "wB97M-V/def2-TZVPD", "species": ["S", "O", "N", "N", "C", "C", "C", "C", "H", "H", "H", "H", "H", "H"], "positions_angstrom": [[-2.72, -0.23, -0.17], [0.83, 2.13, -0.74], [2.13, -0.73, 0.26], [-0.27, -1.29, -0.49], [-1.07, -0.40, 0.03], [-0.42, 0.64, 0.82], [1.13, -1.52, -0.30], [-0.15, 1.74, -0.26], [-1.27, 1.26, 1.31], [1.23, -2.60, -0.78], [0.45, 0.42, 1.55], [1.95, 0.23, 0.24], [-0.75, -2.10, -1.06], [-1.07, 2.44, -0.41]], "e_lumo_ev": -0.583, "smiles": "[H]/N=C\\NC(=S)CC=O", "de_lowest_ev": 4.059, "e_homo_ev": -8.94}

***

10.
{"formula": "C4H6N2OS", "method": "wB97M-V/def2-TZVPD", "species": ["S", "O", "N", "N", "C", "C", "C", "C", "H", "H", "H", "H", "H", "H"], "positions_angstrom": [[-1.49, 1.17, -0.58], [0.63, -1.07, 1.15], [0.81, -1.37, -2.25], [0.00, -0.19, -2.20], [0.76, -0.50, -0.18], [-1.25, 1.61, 1.13], [1.25, -1.53, -1.13], [-0.25, 0.16, -0.93], [-1.88, 0.93, 2.30], [1.95, -2.43, -0.69], [1.34, 0.37, -0.06], [0.04, 1.75, 1.24], [0.04, -1.75, 1.07], [-1.92, 2.84, 1.16]], "e_lumo_ev": 0.021, "de_lowest_ev": 7.699, "e_homo_ev": -8.75}

***

11.
{"formula": "C4H6N2OS", "method": "wB97M-V/def2-TZVPD", "species": ["S", "O", "N", "N", "C", "C", "C", "C", "H", "H", "H", "H", "H", "H"], "positions_angstrom": [[3.28, -1.62, -0.83], [0.37, 0.76, -0.77], [-2.66, 1.24, 0.15], [1.60, 0.31, -1.17], [-1.43, 0.76, 0.84], [1.73, -0.81, -0.57], [0.65, -1.05, 0.43], [-0.16, 0.00, 0.22], [-3.13, 0.13, 0.06], [-2.05, 1.17, -1.09], [-1.63, 0.04, 1.71], [-1.12, 1.62, 1.42], [0.67, -1.78, 1.24], [3.87, -0.77, -1.65]], "e_lumo_ev": 0.611, "de_lowest_ev": 5.922, "e_homo_ev": -9.25}

***

12.
{"formula": "C4H6N2OS", "method": "wB97M-V/def2-TZVPD", "species": ["S", "O", "N", "N", "C", "C", "C", "C", "H", "H", "H", "H", "H", "H"], "positions_angstrom": [[1.32, -1.05, -0.09], [2.66, -1.11, 0.56], [-1.01, 1.30, -0.95], [-1.66, -0.32, 0.69], [0.09, -1.94, 0.90], [-1.23, 0.49, -0.12], [0.12, 2.00, -1.46], [-1.11, -1.48, 1.14], [1.09, 0.35, 0.37], [0.55, 1.32, -2.14], [0.53, -2.58, 1.57], [-0.47, 2.89, -1.79], [0.80, 2.14, -0.60], [-1.68, -2.00, 1.92]], "e_lumo_ev": [0.320, -2.810], "de_lowest_ev": 4.458, "e_homo_ev": [-5.34, -9.37], "multiplicity": 3}

***

13.
{"formula": "C4H6N2S", "method": "wB97M-V/def2-TZVPD", "species": ["S", "N", "N", "C", "C", "C", "C", "H", "H", "H", "H", "H", "H"], "positions_angstrom": [[-3.21, -0.23, -0.05], [1.84, -0.30, -0.39], [0.74, 0.34, 0.20], [2.98, -0.74, 0.42], [3.07, 0.69, -0.20], [-1.80, 0.53, 0.30], [-0.46, 0.02, -0.29], [3.53, 0.73, -1.18], [2.93, -0.91, 1.47], [3.65, -1.64, 0.16], [-0.59, -0.83, -1.02], [-1.76, 1.46, 1.05], [2.77, 1.60, 0.20]], "e_lumo_ev": -1.111, "smiles": "S=C/C=N/N1CC1", "de_lowest_ev": 4.910, "e_homo_ev": -9.01}

***

14.
{"formula": "C4H6N2S", "method": "wB97M-V/def2-TZVPD", "species": ["S", "N", "N", "C", "C", "C", "C", "H", "H", "H", "H", "H", "H"], "positions_angstrom": [[-2.79, -0.55, -0.15], [0.12, -0.36, -0.66], [-0.02, 1.93, 0.04], [-1.87, 0.72, 0.02], [0.41, -1.34, 0.32], [1.53, -0.55, -0.23], [-0.43, 0.81, -0.17], [2.10, 0.09, 0.44], [0.21, -2.54, 0.16], [0.04, -1.06, 1.30], [-2.36, 1.79, -0.10], [2.10, -1.09, -0.95], [0.96, 2.14, -0.02]], "e_lumo_ev": -0.622, "smiles": "[H]/N=C(/C=S)N1CC1", "de_lowest_ev": 3.582, "e_homo_ev": -8.75}

***

15.
{"formula": "C4H6N2S2", "method": "wB97M-V/def2-TZVPD", "species": ["S", "S", "N", "N", "C", "C", "C", "C", "H", "H", "H", "H", "H", "H"], "positions_angstrom": [[-2.63, 0.42, -0.21], [2.03, -0.90, -0.06], [-1.95, -1.18, -0.04], [-0.24, 0.37, -0.04], [0.38, -1.96, -0.17], [-0.69, -0.95, -0.19], [1.86, 1.91, -0.09], [1.20, 0.74, -0.15], [2.93, 2.20, -0.36], [-4.14, 0.26, 1.03], [0.48, -2.35, 1.02], [-0.98, 1.19, 0.01], [1.50, 3.00, 0.19], [0.23, -2.74, -0.94]], "e_lumo_ev": -0.716, "de_lowest_ev": 6.098, "e_homo_ev": -8.57}

***

16.
{"formula": "C4H6N3", "method": "wB97M-V/def2-TZVPD", "species": ["N", "N", "N", "C", "C", "C", "C", "H", "H", "H", "H", "H", "H"], "positions_angstrom": [[-2.21, 1.31, -0.64], [-1.11, 1.19, -0.04], [-2.59, 0.31, -1.38], [-1.68, -0.65, -1.30], [1.05, -0.75, 0.49], [1.63, 0.48, 0.95], [-0.78, -0.04, -0.44], [2.02, 1.11, 0.15], [1.38, -1.20, -0.44], [2.48, 0.21, 1.61], [-1.72, -1.59, -1.78], [0.55, -1.41, 1.20], [0.97, 1.03, 1.63]], "e_lumo_ev": [-9.796, -8.954], "total_charge": 1, "de_lowest_ev": 9.000, "e_homo_ev": [-15.68, -16.09]}

***

17.
{"formula": "C4H6N3", "method": "wB97M-V/def2-TZVPD", "species": ["N", "N", "N", "C", "C", "C", "C", "H", "H", "H", "H", "H", "H"], "positions_angstrom": [[-0.01, -1.05, -0.13], [0.57, -1.67, -0.90], [2.12, 0.21, 0.61], [-1.92, 0.73, -1.01], [-1.62, 0.56, 0.25], [-0.80, -0.54, 0.68], [3.18, 0.56, 0.77], [-1.96, 1.31, 1.06], [4.11, 0.90, 1.26], [-1.47, -0.01, -1.75], [-1.10, -0.79, 1.68], [1.55, -1.66, -1.04], [-2.65, 1.46, -1.46]], "e_lumo_ev": -5.425, "total_charge": 1, "de_lowest_ev": 4.732, "e_homo_ev": -14.45}

***

18.
{"formula": "C4H6N3", "method": "wB97M-V/def2-TZVPD", "species": ["N", "N", "N", "C", "C", "C", "C", "H", "H", "H", "H", "H", "H"], "positions_angstrom": [[2.24, -0.03, 0.09], [-1.27, -0.10, -0.50], [-3.78, 0.25, 0.49], [-2.39, -0.32, -0.78], [1.05, -0.49, -0.21], [-0.05, 0.27, -0.63], [3.46, 0.17, 0.23], [-3.68, -0.51, 1.20], [0.18, 1.32, -0.93], [-4.61, 0.16, -0.06], [4.28, 0.00, -0.44], [0.84, -1.37, 0.39], [3.72, 0.66, 1.16]], "e_lumo_ev": [-5.628, -6.342], "total_charge": 1, "de_lowest_ev": 5.935, "e_homo_ev": [-13.18, -13.12]}

***

Number 1: electronic energy -641.4411 Ha. Number 2: electronic energy -1399.9703 Ha. Number 3: electronic energy -1190.4121 Ha. Number 4: electronic energy -738.6867 Ha. Number 5: electronic energy -738.8794 Ha. Number 6: electronic energy -738.7581 Ha. Number 7: electronic energy -738.8710 Ha. Number 8: electronic energy -738.8518 Ha. Number 9: electronic energy -738.8555 Ha. Number 10: electronic energy -738.7217 Ha. Number 11: electronic energy -738.7871 Ha. Number 12: electronic energy -738.6652 Ha. Number 13: electronic energy -663.5481 Ha. Number 14: electronic energy -663.5969 Ha. Number 15: electronic energy -1061.6921 Ha. Number 16: electronic energy -319.7009 Ha. Number 17: electronic energy -319.8577 Ha. Number 18: electronic energy -319.8135 Ha.